P:
The following is a DFT calculation (ωB97M-V with the def2-TZVPD basis set) of a molecular structure, C24H15AsClF3N2O7RuS2.

```
! wB97M-V def2-TZVPD RIJCOSX def2/J DEFGRID3
* xyz -2 5
Ru -1.113 0.815 0.327
Cl 5.851 -1.041 0.029
C 4.284 -0.313 0.376
C 4.199 1.067 0.502
C 2.952 1.628 0.727
C 1.792 0.854 0.842
O 0.651 1.469 1.085
C 1.900 -0.567 0.727
C 0.818 -1.457 0.932
N -0.460 -1.079 1.162
C -1.342 -1.961 1.701
C -1.189 -3.351 1.743
C -2.143 -4.169 2.358
C -3.260 -3.662 2.974
C -3.450 -2.258 2.987
C -4.548 -1.636 3.611
C -4.662 -0.271 3.607
C -3.668 0.479 2.963
N -2.636 -0.068 2.368
C -2.505 -1.411 2.355
C 3.177 -1.117 0.474
H 5.080 1.685 0.390
H 2.834 2.702 0.803
H 1.069 -2.511 0.956
H -0.349 -3.818 1.250
H -1.990 -5.243 2.333
H -3.993 -4.307 3.445
H -5.299 -2.256 4.089
H -5.499 0.231 4.075
H -3.734 1.561 2.924
H 3.269 -2.188 0.345
O -1.088 1.993 -3.981
As -0.203 2.797 -2.700
O -0.026 4.376 -3.095
O -0.943 2.502 -1.225
C 1.574 1.972 -2.744
C 2.604 2.899 -2.860
C 3.931 2.491 -2.911
C 4.241 1.143 -2.846
C 3.224 0.206 -2.737
C 1.899 0.613 -2.690
S 0.646 -0.663 -2.619
O 1.336 -1.908 -2.364
O -0.028 -0.600 -3.913
O -0.249 -0.241 -1.537
H -0.911 1.030 -3.964
H 2.333 3.947 -2.918
H 4.720 3.230 -2.992
H 5.273 0.813 -2.859
H 3.440 -0.852 -2.670
S -2.672 3.795 1.293
C -1.989 2.498 0.864
F -3.111 -1.186 -0.526
C -2.925 0.171 -0.571
F -4.094 0.672 -0.018
F -3.016 0.494 -1.876
*
```

As for the HOMO energy (spin up / spin down): -0.00792 / -0.09367 hartree. The molar mass comes out at 775.96 g/mol.

The molecule's Mulliken atomic charges, reported in e, are given here: Ru 0.98; Cl -0.31; C 0.25; C -0.53; C -0.33; C 0.66; O -0.93; C 0.57; C -0.53; N 0.55; C 0.48; C -0.78; C -0.82; C -1.05; C 1.02; C -0.66; C -0.77; C -0.06; N -0.04; C 0.21; C -1.17; H 0.40; H 0.37; H -0.01; H 0.38; H 0.34; H 0.33; H 0.37; H 0.36; H 0.18; H 0.37; O -0.66; As 0.70; O -0.86; O -0.41; C -0.56; C -0.50; C -0.51; C -0.61; C -0.39; C 0.49; S 0.94; O -0.79; O -0.85; O -0.08; H 0.55; H 0.54; H 0.36; H 0.39; H 0.51; S -0.24; C 0.53; F -0.26; C 0.39; F -0.29; F -0.24

Q:
The following is a DFT calculation (ωB97M-V with the def2-TZVPD basis set) of a molecular structure, C24H15AsClF3N2O7RuS2.

```
! wB97M-V def2-TZVPD RIJCOSX def2/J DEFGRID3
* xyz -2 5
Ru 0.114 0.615 0.498
Cl -4.207 1.572 6.228
C -2.978 1.115 5.054
C -1.730 0.709 5.505
C -0.776 0.355 4.565
C -1.030 0.397 3.190
O -0.084 -0.007 2.368
C -2.318 0.820 2.736
C -2.721 0.870 1.370
N -1.906 0.722 0.321
C -2.350 0.745 -0.965
C -3.684 0.731 -1.400
C -3.979 0.776 -2.764
C -3.004 0.842 -3.734
C -1.642 0.859 -3.342
C -0.557 0.915 -4.239
C 0.731 0.927 -3.769
C 0.957 0.884 -2.392
N -0.045 0.837 -1.535
C -1.330 0.814 -1.969
C -3.274 1.172 3.714
H -1.511 0.679 6.564
H 0.212 0.040 4.872
H -3.764 1.101 1.181
H -4.493 0.649 -0.688
H -5.021 0.749 -3.064
H -3.256 0.867 -4.787
H -0.758 0.939 -5.304
H 1.578 0.957 -4.441
H 1.947 0.884 -1.954
H -4.257 1.496 3.394
O 2.274 -1.590 2.234
As 3.056 -0.800 0.893
O 4.624 -0.527 1.249
O 2.163 0.571 0.469
C 3.078 -2.041 -0.632
C 4.381 -2.283 -1.081
C 4.629 -3.086 -2.180
C 3.566 -3.670 -2.860
C 2.274 -3.441 -2.426
C 2.024 -2.633 -1.319
S 0.283 -2.507 -0.909
O -0.095 -3.841 -0.499
O -0.352 -2.031 -2.121
O 0.213 -1.551 0.217
H 1.364 -1.246 2.335
H 5.188 -1.813 -0.532
H 5.648 -3.256 -2.507
H 3.744 -4.299 -3.724
H 1.431 -3.885 -2.940
S -0.459 3.554 0.072
C 0.230 2.562 1.203
F 2.313 3.632 1.642
C 1.206 3.038 2.188
F 0.680 4.019 2.998
F 1.670 2.092 3.018
*
```

As for the HOMO energy (spin up / spin down): -0.01342 / -0.09150 hartree. The molar mass comes out at 775.96 g/mol.

The molecule's Mulliken atomic charges, reported in e, are given here: Ru 0.30; Cl -0.30; C 0.28; C -0.65; C -0.44; C 0.52; O -0.22; C 0.47; C -0.48; N 0.70; C 0.54; C -1.24; C -0.78; C -1.11; C 0.95; C -0.72; C -0.99; C -0.70; N 0.81; C 0.70; C -1.29; H 0.39; H 0.38; H 0.12; H 0.32; H 0.34; H 0.35; H 0.36; H 0.41; H 0.68; H 0.39; O -0.68; As 1.21; O -0.86; O -0.68; C -0.20; C -0.64; C -0.52; C -0.52; C -0.97; C 0.61; S 1.31; O -0.75; O -0.70; O -0.55; H 0.51; H 0.53; H 0.36; H 0.35; H 0.41; S -0.31; C 0.53; F -0.31; C 0.33; F -0.32; F -0.22

Q ends up most stable, edging out the next structure by 0.0804 hartree.

P:
The following is a DFT calculation (ωB97M-V with the def2-TZVPD basis set) of 2 unconnected molecules or ions with the total composition C2H3OPS.

```
! wB97M-V def2-TZVPD RIJCOSX def2/J DEFGRID3
* xyz 0 1
C -1.034 -1.846 0.479
C 1.287 0.939 -0.282
O -1.230 1.281 -0.358
P -2.204 -1.033 -0.131
S -0.008 1.716 0.323
H 2.244 1.168 0.145
H 1.228 0.228 -1.084
H -0.284 -2.453 0.909
*
```

As for the HOMO energy (spin up / spin down): -0.33696 / -0.33694 hartree. The molar mass comes out at 106.09 g/mol.

The molecule's Mulliken atomic charges, reported in e, are given here: C -0.16; C -0.44; O -0.50; P -0.25; S 0.36; H 0.29; H 0.28; H 0.43

Q:
The following is a DFT calculation (ωB97M-V with the def2-TZVPD basis set) of C2H3OPS in the gas phase.

```
! wB97M-V def2-TZVPD RIJCOSX def2/J DEFGRID3
* xyz 0 1
C 1.474 -0.129 -0.006
P -0.345 0.030 -0.822
S -1.781 -1.256 0.204
C -2.001 0.440 0.189
O -2.782 1.259 0.540
H 1.728 0.929 -0.132
H 1.644 -0.511 0.897
H 2.063 -0.763 -0.869
*
```

As for the HOMO energy: -0.31714 hartree. The molar mass comes out at 106.09 g/mol.

The molecule's Mulliken atomic charges, reported in e, are given here: C -0.86; P 0.12; S -0.15; C 0.44; O -0.41; H 0.26; H 0.37; H 0.24

Q ends up most stable, edging out the next structure by 0.0655 hartree.